1.
The following is a quantum chemistry calculation of a structure of composition C36H30F7GaNO22S, from the Open Molecules 2025 dataset.

Atoms and positions in Å:
C  4.3969  2.1314  2.3773
N  3.5123  2.3902  1.2323
C  3.7343  3.7457  0.6659
Ga  3.4814  5.2903  1.9831
C  3.3312  7.1281  1.0585
S  1.5818  5.1078  3.3401
O  1.9818  4.7082  4.7100
O  0.8670  6.4071  3.3850
C  0.3235  3.8209  2.7938
F  0.8907  2.6014  2.9454
F  -0.7250  3.9158  3.6700
C  -0.2706  4.0560  1.3581
F  -1.5218  4.5791  1.4775
F  0.4554  4.9494  0.6357
C  -0.4025  2.7653  0.4714
F  0.7763  2.4753  -0.0770
F  -0.9416  1.7206  1.1082
F  -1.2550  3.0657  -0.5585
H  4.1610  1.1039  2.7482
H  5.4653  2.1866  2.0405
H  4.2205  2.8216  3.2277
H  3.8180  1.7383  0.5031
H  4.8119  3.8059  0.3313
H  3.1417  3.8860  -0.2681
H  4.7384  5.2667  2.9935
H  4.3510  7.4263  0.7490
H  2.6630  7.0318  0.1806
H  2.9050  7.8049  1.8282
C  6.6106  1.6956  8.2352
C  6.9853  0.4951  7.7862
C  6.7243  0.0689  6.3768
O  7.1052  -1.0335  6.0143
C  6.0199  0.9885  5.4991
C  5.6365  2.1928  5.9439
C  5.9212  2.6341  7.3473
O  5.5732  3.7421  7.7039
O  4.9853  3.0505  5.1580
O  7.6185  -0.3965  8.5712
H  6.7963  2.0158  9.2512
H  5.8217  0.6588  4.4889
H  4.8182  3.8479  5.7002
H  7.7772  -1.1764  8.0055
C  -5.1803  3.7467  -3.7130
C  -4.1503  3.0717  -3.1881
C  -2.9703  2.6729  -4.0206
O  -2.0508  2.0737  -3.4956
C  -2.9820  3.0195  -5.4405
C  -4.0132  3.6905  -5.9612
C  -5.1797  4.1113  -5.1243
O  -6.0840  4.7367  -5.6511
O  -4.0625  4.0253  -7.2616
O  -4.1199  2.7208  -1.8979
H  -6.0365  4.0420  -3.1229
H  -2.1331  2.7118  -6.0354
H  -4.9066  4.5034  -7.3773
H  -3.2728  2.2505  -1.7676
C  -4.7341  -3.3055  -5.1114
C  -5.4097  -2.3002  -4.5447
C  -4.7073  -1.1350  -3.9225
O  -5.3725  -0.2368  -3.4378
C  -3.2480  -1.1312  -3.9233
C  -2.5696  -2.1366  -4.4872
C  -3.2716  -3.2899  -5.1331
O  -2.6080  -4.1712  -5.6474
O  -1.2289  -2.1679  -4.5059
O  -6.7528  -2.2791  -4.5029
H  -5.2296  -4.1490  -5.5655
H  -2.7535  -0.2905  -3.4549
H  -0.9894  -2.9931  -4.9702
H  -6.9890  -1.4493  -4.0438
C  -7.3255  -7.8904  -4.4636
C  -8.1267  -8.5418  -3.6149
C  -8.2813  -8.1073  -2.1911
O  -9.0392  -8.7266  -1.4670
C  -7.5072  -6.9561  -1.7354
C  -6.7030  -6.3060  -2.5832
C  -6.5690  -6.7255  -4.0131
O  -5.8356  -6.0865  -4.7449
O  -5.9758  -5.2456  -2.2013
O  -8.8366  -9.6176  -3.9892
H  -7.2070  -8.1936  -5.4947
H  -7.6144  -6.6616  -0.7007
H  -5.4849  -4.9565  -2.9962
H  -9.3315  -9.8968  -3.1944
C  6.1387  -3.6898  1.5110
C  6.0839  -3.0019  2.6575
C  4.7862  -2.5025  3.2078
O  4.8040  -1.9021  4.2622
C  3.5662  -2.7591  2.4452
C  3.6233  -3.4430  1.2985
C  4.9177  -3.9673  0.7606
O  4.9085  -4.6010  -0.2807
O  2.5265  -3.6993  0.5658
O  7.1814  -2.7224  3.3763
H  7.0693  -4.0587  1.1028
H  2.6374  -2.3764  2.8454
H  2.8395  -4.2055  -0.2083
H  6.8766  -2.2149  4.1611

Values from the calculation:
DFT total energy ... -6121.9002 a.u.
Kohn-Sham gap ... 4.70 eV
Maximum force ... 3.2 eV/Å
Charge ... -1
LUMO ... -0.76 eV



2.
The following is a quantum chemistry calculation of a structure of composition C36H30IrN4O4S4, from the Open Molecules 2025 dataset.

Atoms and positions in Å:
Ir  0.2989  -0.2169  -0.2095
O  2.4499  -0.9818  -3.1127
S  2.3557  -1.2835  -1.7201
O  3.3229  -2.1504  -1.1304
O  0.8995  -1.7761  -1.3734
O  2.2603  0.0535  -0.8960
N  0.2466  -0.1523  1.8031
S  -0.2476  0.5279  2.9987
N  -1.2495  1.8044  2.8689
S  -1.0445  3.1226  2.0899
N  -1.7828  3.2919  0.7449
S  -1.4629  2.6426  -0.7063
N  -0.7836  1.3545  -0.8469
C  -0.5767  3.9338  -1.5418
C  -1.0369  5.2445  -1.4943
C  -0.3149  6.2220  -2.1549
C  0.8428  5.8813  -2.8494
C  1.2803  4.5664  -2.8933
C  0.5661  3.5725  -2.2360
C  -3.0807  2.6936  -1.4165
C  -3.1356  2.3322  -2.7589
C  -4.3670  2.3068  -3.3886
C  -5.5168  2.6328  -2.6776
C  -5.4425  2.9842  -1.3381
C  -4.2149  3.0183  -0.6913
C  0.6668  3.6040  2.0297
C  1.4971  3.0156  1.0818
C  2.8438  3.3363  1.0778
C  3.3458  4.2329  2.0107
C  2.5065  4.8114  2.9540
C  1.1562  4.5008  2.9739
C  -1.8459  4.3474  3.0730
C  -2.2843  4.0260  4.3459
C  -2.8957  5.0170  5.1023
C  -3.0453  6.2945  4.5844
C  -2.5972  6.5962  3.3022
C  -1.9957  5.6186  2.5308
C  1.0742  1.0769  4.0524
C  0.8057  1.7769  5.2230
C  1.8655  2.1677  6.0205
C  3.1702  1.8635  5.6399
C  3.4194  1.1652  4.4686
C  2.3631  0.7581  3.6623
C  -1.2608  -0.4848  4.0373
C  -0.6568  -1.2157  5.0502
C  -1.4293  -2.1141  5.7711
C  -2.7727  -2.2767  5.4665
C  -3.3567  -1.5468  4.4381
C  -2.6013  -0.6437  3.7104
H  -1.9500  5.4889  -0.9656
H  -0.6555  7.2485  -2.1377
H  1.4011  6.6503  -3.3665
H  2.1746  4.3046  -3.4421
H  0.8906  2.5389  -2.2610
H  -2.2336  2.0659  -3.2958
H  -4.4303  2.0278  -4.4312
H  -6.4779  2.6095  -3.1735
H  -6.3413  3.2332  -0.7906
H  -4.1408  3.2924  0.3510
H  1.1184  2.3071  0.3611
H  3.4922  2.8723  0.3461
H  4.3986  4.4823  2.0042
H  2.9013  5.5090  3.6802
H  0.5066  4.9459  3.7142
H  -2.1755  3.0189  4.7214
H  -3.2579  4.7849  6.0943
H  -3.5202  7.0626  5.1799
H  -2.7212  7.5935  2.9031
H  -1.6450  5.8337  1.5302
H  -0.2137  1.9962  5.5134
H  1.6785  2.7050  6.9406
H  3.9958  2.1696  6.2687
H  4.4337  0.9254  4.1796
H  2.5293  0.2063  2.7451
H  0.3946  -1.0958  5.2737
H  -0.9758  -2.6899  6.5661
H  -3.3694  -2.9814  6.0298
H  -4.4024  -1.6850  4.1998
H  -3.0419  -0.0720  2.9050

Values from the calculation:
Spin multiplicity ... 5
Expectation value of S² ... 6.0119
DFT total energy ... -3606.3358 a.u.
Kohn-Sham gap (spin up / spin down) ... 7.52 / 7.55 eV
Maximum force ... 0.3 eV/Å
Charge ... +1
LUMO (spin up / spin down) ... -2.92 / -3.80 eV



3.
The following is a quantum chemistry calculation of a structure of composition C36H31AuFN2P2Te, from the Open Molecules 2025 dataset.

Atoms and positions in Å:
Au  -0.9808  2.5817  -0.9408
Te  0.0583  -1.9800  1.6343
C  0.0307  -3.6454  0.3350
C  -0.9687  -4.5915  0.5209
C  -1.0126  -5.6809  -0.3404
N  -0.1583  -5.8603  -1.3485
C  0.7979  -4.9437  -1.5051
C  0.9438  -3.8278  -0.6905
C  0.1633  -0.4405  0.1910
P  1.6679  0.3532  -0.3062
C  3.0104  -0.8598  -0.4853
C  3.4969  -1.2662  -1.7267
C  4.5180  -2.2042  -1.8000
C  5.0584  -2.7403  -0.6390
C  4.5992  -2.3160  0.6010
C  3.5927  -1.3655  0.6784
C  1.3705  0.9734  -1.9977
C  2.0492  2.1280  -2.3953
C  1.8674  2.6457  -3.6725
C  0.9919  2.0217  -4.5550
C  0.3137  0.8713  -4.1663
C  0.5090  0.3420  -2.8971
P  -1.3072  0.6084  0.1318
C  -1.9321  0.7933  1.8333
C  -3.1050  0.1258  2.1963
C  -3.6376  0.2682  3.4656
C  -2.9975  1.0787  4.3924
C  -1.8192  1.7210  4.0486
C  -1.2640  1.5865  2.7799
C  -2.5881  -0.2799  -0.8057
C  -2.3848  -1.5517  -1.3283
C  -3.3895  -2.1743  -2.0622
C  -4.5974  -1.5298  -2.2740
C  -4.8039  -0.2521  -1.7624
C  -3.8022  0.3727  -1.0392
H  -1.7105  -4.4879  1.3034
H  -1.7815  -6.4371  -0.2209
H  1.4946  -5.1114  -2.3205
H  1.7541  -3.1344  -0.8634
H  3.0770  -0.8633  -2.6395
H  4.8877  -2.5201  -2.7673
H  5.8499  -3.4764  -0.7003
H  5.0338  -2.7164  1.5078
H  3.2544  -1.0192  1.6464
H  2.7250  2.6172  -1.7010
H  2.4151  3.5279  -3.9834
H  0.8521  2.4206  -5.5526
H  -0.3605  0.3784  -4.8565
H  -0.0134  -0.5604  -2.5990
H  -3.6067  -0.5137  1.4814
H  -4.5474  -0.2554  3.7294
H  -3.4093  1.2003  5.3869
H  -1.3032  2.3347  4.7792
H  0.3058  2.1893  1.4634
H  -1.4463  -2.0658  -1.1707
H  -3.2200  -3.1651  -2.4662
H  -5.3802  -2.0185  -2.8403
H  -5.7449  0.2552  -1.9314
H  -3.9637  1.3703  -0.6438
F  2.7249  3.9675  5.3375
C  1.8937  3.4197  4.4411
C  0.9347  4.2389  3.8197
C  0.0798  3.7050  2.9150
C  0.0997  2.2474  2.5388
C  1.1817  1.4758  3.2523
C  2.0129  2.0475  4.1557
H  0.8997  5.2899  4.0804
H  -0.6655  4.3295  2.4350
H  1.2596  0.4150  3.0398
H  2.7704  1.4688  4.6711
N  -0.7000  4.3919  -2.0528
H  -1.3960  5.0929  -1.8172
H  -0.7640  4.2073  -3.0501
H  0.2166  4.7924  -1.8776

Values from the calculation:
Spin multiplicity ... 3
Expectation value of S² ... 2.0470
DFT total energy ... -2685.9672 a.u.
Kohn-Sham gap (spin up / spin down) ... 6.58 / 6.34 eV
Maximum force ... 0.5 eV/Å
Charge ... +1
LUMO (spin up / spin down) ... -2.53 / -4.21 eV



4.
The following is a quantum chemistry calculation of a structure of composition C36H31BeNP2Se, from the Open Molecules 2025 dataset.

Atoms and positions in Å:
Be  0.2254  -0.9597  0.4504
C  2.4188  0.5030  -0.9207
P  0.5961  0.4604  -1.4671
C  -0.0255  2.1867  -1.3122
C  0.7347  3.3069  -1.0436
C  0.1689  4.5256  -0.8428
C  -1.1850  4.6818  -0.8834
C  -2.0025  3.5897  -1.1992
C  -1.4000  2.3407  -1.3930
C  0.5990  0.1749  -3.2814
C  -0.4133  -0.4790  -3.9976
C  -0.4718  -0.4184  -5.3847
C  0.4317  0.3484  -6.0846
C  1.4072  1.0458  -5.4520
C  1.4832  0.9766  -4.0399
C  2.4300  0.5271  0.5505
C  3.1908  1.1904  1.4750
C  2.6946  0.8360  2.7845
C  1.6322  -0.0409  2.5273
C  0.6317  -0.5690  3.4550
P  -0.8901  -0.7284  2.4231
C  -2.0509  -1.7909  3.2834
C  -1.8046  -3.1817  3.1399
C  -2.5584  -4.1211  3.7915
C  -3.6732  -3.6779  4.4765
C  -3.9673  -2.2945  4.5598
C  -3.1615  -1.3167  3.9953
C  -1.5910  0.9174  2.3403
C  -0.8092  2.0975  2.5931
C  -1.4284  3.3570  2.2811
C  -2.7522  3.4604  1.9353
C  -3.5003  2.2851  1.7962
C  -2.9067  1.0492  1.9831
N  1.4965  -0.2709  1.1813
H  2.9174  1.3602  -1.4287
H  2.7480  -0.4316  -1.3842
H  1.8212  3.1738  -0.8039
H  0.8813  5.2877  -0.5713
H  -1.6623  5.6844  -0.6288
H  -3.0898  3.6737  -1.1194
H  -2.0675  1.4686  -1.4711
H  -1.1602  -1.0314  -3.3802
H  -1.3059  -0.8541  -5.8927
H  0.2372  0.5789  -7.0972
H  2.0773  1.7548  -5.9431
H  2.2499  1.4805  -3.5472
H  3.9959  1.8689  1.1589
H  2.9529  1.1470  3.7506
H  0.3747  0.1690  4.2656
H  0.9416  -1.6058  3.7909
H  -0.9417  -3.4392  2.5833
H  -2.3741  -5.1781  3.7196
H  -4.4130  -4.2159  5.0153
H  -4.8072  -2.0243  5.1872
H  -3.4229  -0.2681  4.1074
H  0.2468  2.0259  2.8787
H  -0.7649  4.2389  2.4775
H  -3.1352  4.4334  1.5902
H  -4.5439  2.3092  1.4649
H  -3.4932  0.0993  1.8750
Se  0.1593  -2.9645  -0.1109
C  1.6364  -3.2836  -1.2074
C  1.4693  -3.5421  -2.5830
C  2.5587  -3.8355  -3.3868
C  3.7950  -3.8157  -2.8516
C  3.9966  -3.4719  -1.5465
C  2.9121  -3.1078  -0.7086
H  0.4817  -3.5148  -3.0319
H  2.4778  -4.0004  -4.4391
H  4.6127  -4.0378  -3.4855
H  5.0078  -3.4147  -1.2469
H  3.0817  -2.7288  0.2805

Values from the calculation:
DFT total energy ... -4544.1203 a.u.
Kohn-Sham gap ... 7.97 eV
Maximum force ... 3.2 eV/Å
LUMO ... 0.62 eV



- Which value of maximum force does entry 4 give?
  3.2 eV/Å



Please write out number 3 again, unchanged.
The following is a quantum chemistry calculation of a structure of composition C36H31AuFN2P2Te, from the Open Molecules 2025 dataset.

Atoms and positions in Å:
Au  -0.9808  2.5817  -0.9408
Te  0.0583  -1.9800  1.6343
C  0.0307  -3.6454  0.3350
C  -0.9687  -4.5915  0.5209
C  -1.0126  -5.6809  -0.3404
N  -0.1583  -5.8603  -1.3485
C  0.7979  -4.9437  -1.5051
C  0.9438  -3.8278  -0.6905
C  0.1633  -0.4405  0.1910
P  1.6679  0.3532  -0.3062
C  3.0104  -0.8598  -0.4853
C  3.4969  -1.2662  -1.7267
C  4.5180  -2.2042  -1.8000
C  5.0584  -2.7403  -0.6390
C  4.5992  -2.3160  0.6010
C  3.5927  -1.3655  0.6784
C  1.3705  0.9734  -1.9977
C  2.0492  2.1280  -2.3953
C  1.8674  2.6457  -3.6725
C  0.9919  2.0217  -4.5550
C  0.3137  0.8713  -4.1663
C  0.5090  0.3420  -2.8971
P  -1.3072  0.6084  0.1318
C  -1.9321  0.7933  1.8333
C  -3.1050  0.1258  2.1963
C  -3.6376  0.2682  3.4656
C  -2.9975  1.0787  4.3924
C  -1.8192  1.7210  4.0486
C  -1.2640  1.5865  2.7799
C  -2.5881  -0.2799  -0.8057
C  -2.3848  -1.5517  -1.3283
C  -3.3895  -2.1743  -2.0622
C  -4.5974  -1.5298  -2.2740
C  -4.8039  -0.2521  -1.7624
C  -3.8022  0.3727  -1.0392
H  -1.7105  -4.4879  1.3034
H  -1.7815  -6.4371  -0.2209
H  1.4946  -5.1114  -2.3205
H  1.7541  -3.1344  -0.8634
H  3.0770  -0.8633  -2.6395
H  4.8877  -2.5201  -2.7673
H  5.8499  -3.4764  -0.7003
H  5.0338  -2.7164  1.5078
H  3.2544  -1.0192  1.6464
H  2.7250  2.6172  -1.7010
H  2.4151  3.5279  -3.9834
H  0.8521  2.4206  -5.5526
H  -0.3605  0.3784  -4.8565
H  -0.0134  -0.5604  -2.5990
H  -3.6067  -0.5137  1.4814
H  -4.5474  -0.2554  3.7294
H  -3.4093  1.2003  5.3869
H  -1.3032  2.3347  4.7792
H  0.3058  2.1893  1.4634
H  -1.4463  -2.0658  -1.1707
H  -3.2200  -3.1651  -2.4662
H  -5.3802  -2.0185  -2.8403
H  -5.7449  0.2552  -1.9314
H  -3.9637  1.3703  -0.6438
F  2.7249  3.9675  5.3375
C  1.8937  3.4197  4.4411
C  0.9347  4.2389  3.8197
C  0.0798  3.7050  2.9150
C  0.0997  2.2474  2.5388
C  1.1817  1.4758  3.2523
C  2.0129  2.0475  4.1557
H  0.8997  5.2899  4.0804
H  -0.6655  4.3295  2.4350
H  1.2596  0.4150  3.0398
H  2.7704  1.4688  4.6711
N  -0.7000  4.3919  -2.0528
H  -1.3960  5.0929  -1.8172
H  -0.7640  4.2073  -3.0501
H  0.2166  4.7924  -1.8776

Values from the calculation:
Spin multiplicity ... 3
Expectation value of S² ... 2.0470
DFT total energy ... -2685.9672 a.u.
Kohn-Sham gap (spin up / spin down) ... 6.58 / 6.34 eV
Maximum force ... 0.5 eV/Å
Charge ... +1
LUMO (spin up / spin down) ... -2.53 / -4.21 eV